No. 1
Molecular formula: C21H19ClN2O3S2
Method: DFT, wB97M-V/def2-TZVPD

As for the LUMO energy: -1.1 eV. The HOMO-LUMO gap comes out at 7.276 eV. The calculation puts the total energy at -2403.5018 a.u.

Last column: natural (NBO) charge in e.
Atoms and positions in Å:
1 O 3.83070 1.78463 3.22625  -0.620
2 C 2.73086 1.95177 2.74959  0.679
3 C 1.48226 2.16374 3.59645  -0.505
4 C 0.81496 0.82088 3.90630  -0.218
5 N 0.41481 0.10626 2.70679  -0.474
6 C -0.57953 0.61001 1.89094  0.661
7 O -1.12092 1.67680 2.07717  -0.574
8 C -0.87966 -0.32284 0.79314  -0.302
9 C -1.85309 -0.02904 -0.09335  -0.116
10 C -2.37557 -0.79222 -1.19290  -0.171
11 C -2.01300 -2.12375 -1.43314  -0.157
12 C -2.55372 -2.84082 -2.47922  -0.231
13 C -3.48066 -2.24700 -3.32419  -0.192
14 C -3.85922 -0.93279 -3.11598  -0.260
15 C -3.31431 -0.21271 -2.06653  0.117
16 Cl -3.80837 1.42456 -1.87215  0.016
17 S 0.16688 -1.71661 0.90663  0.392
18 C 0.96498 -1.08487 2.34535  -0.086
19 S 2.17357 -1.86367 3.10829  -0.035
20 N 2.48705 1.94762 1.41980  -0.630
21 C 3.52181 1.68804 0.44544  -0.231
22 C 3.31236 0.36403 -0.28824  -0.450
23 C 2.13793 0.30140 -1.23304  0.032
24 C 1.85900 -0.91724 -1.84547  -0.207
25 C 0.83456 -1.04568 -2.76107  -0.286
26 C 0.05091 0.05491 -3.08597  0.302
27 O -0.95486 -0.01500 -4.00126  -0.672
28 C 0.30067 1.27074 -2.46411  -0.275
29 C 1.33607 1.38835 -1.55464  -0.230
30 H 0.77299 2.82013 3.09215  0.234
31 H 1.78146 2.61377 4.54270  0.243
32 H -0.08558 0.99533 4.50265  0.223
33 H 1.50481 0.17635 4.45526  0.252
34 H -2.31590 0.93822 0.07213  0.255
35 H -1.30125 -2.59922 -0.77783  0.216
36 H -2.25709 -3.86684 -2.63572  0.222
37 H -3.90844 -2.80490 -4.14310  0.222
38 H -4.57426 -0.45854 -3.76940  0.231
39 H 1.55065 2.10131 1.08053  0.397
40 H 4.45641 1.64219 1.00996  0.249
41 H 3.58308 2.51706 -0.26645  0.192
42 H 4.21949 0.15159 -0.86134  0.221
43 H 3.21580 -0.43371 0.45443  0.225
44 H 2.46368 -1.77917 -1.60381  0.216
45 H 0.64290 -2.00006 -3.23335  0.209
46 H -1.00237 -0.90722 -4.36463  0.482
47 H -0.31564 2.11927 -2.71458  0.228
48 H 1.51659 2.35830 -1.11750  0.205

Force components x, y, z for each atom (eV/Å):
0.40 -0.12 0.26
-0.57 0.29 0.26
0.15 -0.14 -0.03
0.01 0.40 0.37
-0.01 0.02 0.18
-0.37 0.36 -0.06
0.06 0.02 0.09
-0.48 -0.27 -0.77
0.59 0.36 0.93
-0.34 -0.30 -0.51
-0.11 0.22 0.04
0.05 -0.09 -0.06
0.02 0.09 0.06
-0.05 -0.02 0.02
0.20 -0.47 0.10
-0.10 0.29 -0.03
0.19 -0.01 0.39
0.05 -0.46 -0.13
0.01 -0.14 -0.17
-0.15 0.08 -0.54
0.20 -0.30 -0.09
0.14 0.21 0.07
0.10 -0.02 0.07
-0.06 0.18 -0.14
0.02 -0.01 -0.07
0.24 0.13 0.11
-0.01 0.06 -0.10
-0.29 -0.15 -0.34
0.12 -0.19 0.03
0.04 -0.01 0.05
0.03 0.01 -0.07
0.11 -0.05 -0.04
-0.17 0.08 -0.09
0.07 -0.04 0.09
-0.01 -0.12 -0.02
0.02 -0.10 0.00
-0.05 -0.05 -0.07
-0.05 0.07 -0.04
0.02 0.05 0.19
-0.11 0.07 -0.15
0.06 -0.02 0.06
0.04 -0.03 0.03
0.05 0.00 0.02
0.07 -0.11 0.04
-0.03 -0.10 -0.05
-0.02 0.04 0.09
-0.10 0.13 -0.04
0.05 0.14 0.07

---

No. 2
Molecular formula: C7H12O
Method: DFT, wB97M-V/def2-TZVPD

As for the LUMO energy: 0.7 eV. The HOMO-LUMO gap comes out at 9.362 eV. The calculation puts the total energy at -349.0769 a.u.

Last column: natural (NBO) charge in e.
Atoms and positions in Å:
1 C -2.05243 -0.74824 2.14785  -0.381
2 C -1.93090 0.26788 1.29939  -0.206
3 C -0.71039 0.57499 0.52737  -0.067
4 C -0.56706 1.81203 0.04811  -0.367
5 C 0.41128 -0.41418 0.50418  -0.225
6 C 0.29118 -1.53752 -0.19498  -0.161
7 C 1.39365 -2.49979 -0.56279  -0.651
8 H -2.76395 -0.73569 2.96641  0.199
9 H -1.37378 -1.59050 2.18193  0.199
10 H -2.61566 1.09883 1.34690  0.201
11 H -1.39434 2.50932 0.14113  0.189
12 H 0.35550 2.28464 -0.26307  0.210
13 H 1.27071 -0.10476 1.08816  0.207
14 H -0.61570 -1.59149 -0.79415  0.197
15 H 2.19747 -1.98698 -1.06069  0.217
16 H 1.84815 -2.89708 0.34673  0.220
17 H 0.98890 -3.27755 -1.20110  0.218
18 O 2.04423 2.35901 -2.74540  -0.941
19 H 2.94360 2.32976 -2.40465  0.469
20 H 1.74242 1.44932 -2.81549  0.473

Force components x, y, z for each atom (eV/Å):
0.00 -0.14 0.44
0.58 0.05 0.30
0.16 -0.12 -0.01
-0.20 0.50 0.49
-0.68 0.22 0.09
0.51 0.81 -0.93
-0.47 0.13 1.00
-0.41 -0.02 -0.42
0.22 0.15 -0.19
-0.35 0.07 0.03
-0.05 -0.07 -0.05
0.13 -0.49 -0.39
0.30 -0.34 -0.10
-0.12 -0.34 0.23
0.25 0.24 -0.50
-0.10 -0.40 -0.10
0.25 -0.26 0.07
-0.04 0.20 0.00
-0.07 -0.15 -0.03
0.09 -0.06 0.07

---

No. 3
Molecular formula: C8H19O2PS
Method: DFT, wB97M-V/def2-TZVPD

As for the LUMO energy: 0.8 eV. The HOMO-LUMO gap comes out at 9.231 eV. The calculation puts the total energy at -1206.0663 a.u.

Last column: natural (NBO) charge in e.
Atoms and positions in Å:
1 C -0.37179 1.88645 -1.84587  -0.629
2 C -0.97649 0.69836 -2.76780  -0.554
3 S -2.83126 0.67588 -2.84128  0.159
4 C -3.56168 -0.36458 -1.48603  -0.881
5 P -2.30935 -1.05208 -0.22232  0.831
6 C -1.10362 -1.62721 1.17609  -0.741
7 C 0.42259 -1.77700 0.65919  -0.446
8 C 1.21015 -0.35549 0.76702  -0.087
9 O 2.32707 -0.44169 1.68375  -0.533
10 C 2.80289 0.82737 2.06877  0.800
11 C 4.37654 1.05872 2.35037  -0.720
12 O 2.07423 1.83578 2.26365  -0.589
13 H 0.67948 2.09096 -2.26960  0.207
14 H -0.29986 1.60748 -0.74680  0.207
15 H -0.95340 2.86013 -1.93471  0.225
16 H -0.49004 -0.29473 -2.50112  0.214
17 H -0.62083 0.94396 -3.83647  0.237
18 H -4.28241 0.31861 -0.89569  0.227
19 H -4.23244 -1.19365 -1.92919  0.228
20 H -1.82067 0.28331 -0.02364  -0.055
21 H -3.40220 -1.47135 0.64461  -0.032
22 H -1.78512 -2.02333 -1.13923  -0.045
23 H -1.45595 -2.60452 1.66898  0.217
24 H -1.10247 -0.80012 1.98353  0.210
25 H 0.95823 -2.47430 1.40076  0.232
26 H 0.51152 -2.23753 -0.37740  0.207
27 H 1.60623 -0.15109 -0.29738  0.180
28 H 0.42021 0.41231 1.04189  0.206
29 H 5.02779 0.65578 1.50418  0.235
30 H 4.58499 2.17231 2.54535  0.250
31 H 4.59765 0.54129 3.35641  0.240

Force components x, y, z for each atom (eV/Å):
0.48 -0.29 -0.67
1.20 0.91 0.31
0.17 -0.40 0.01
-1.28 0.08 -0.02
-0.46 -0.10 1.44
1.29 -0.24 0.34
0.37 0.24 1.80
-1.65 -1.14 -2.02
0.57 2.32 0.01
-0.73 3.36 0.99
-0.62 -0.75 0.55
1.83 -3.95 -1.09
-1.40 -0.25 0.92
-0.07 0.36 -1.46
0.54 -1.42 0.01
-0.77 1.18 -0.28
-0.91 -0.53 1.51
1.18 -0.91 -0.82
1.21 1.14 0.48
-0.04 -0.24 -0.28
0.26 0.21 -0.58
-0.04 0.29 0.09
0.45 1.32 -0.81
-0.15 -1.30 -1.08
-0.67 0.87 -1.26
-0.20 0.66 1.23
-0.38 0.11 1.75
1.50 -0.66 -0.05
-0.90 0.41 1.33
-0.71 -1.76 -0.62
-0.11 0.47 -1.71